No. 1
The following is a DFT calculation (wB97M-V/def2-TZVPD) of the ion C22H40NO with charge +1.

Computed properties:
HOMO ... -11.51 eV
HOMO-LUMO gap ... 9.1361 eV
SMILES ... CCCCCCCCCCCC[N+](C)(C)CCOc1ccccc1
Net charge ... +1
Maximum force ... 0.0215 Eh/bohr

Each line ends with the natural charge from an NBO analysis.
Element x y z (Å)
O  2.19005  0.94917  -0.35675  -0.56
N  3.35094  -1.71688  -0.12517  -0.21
C  -3.66321  -2.25013  -1.71524  -0.61
C  3.78203  -3.09764  -0.42179  -0.41
C  -1.94555  0.73564  1.90308  -0.40
C  2.39339  3.26114  -1.16268  -0.32
C  0.91729  -2.43904  0.29239  -0.43
C  -4.39815  0.35926  -0.06808  -0.40
C  -4.27521  -0.95863  -2.24743  -0.39
C  1.12454  2.69066  0.80121  -0.29
C  -3.82295  0.28565  -1.48113  -0.40
C  3.01335  0.49109  -1.39859  -0.09
C  -0.57355  -1.37368  2.11512  -0.39
C  -0.08154  -2.65375  1.43784  -0.39
C  2.04982  4.59206  -0.97676  -0.18
C  -4.01925  1.64185  0.67246  -0.39
C  2.17008  -1.73041  0.79984  -0.24
C  4.45722  -1.02765  0.56665  -0.42
C  1.24852  4.97459  0.08216  -0.22
C  -2.53021  1.81634  0.98314  -0.40
C  -1.23040  -0.38703  1.15037  -0.41
C  0.78785  4.01832  0.97279  -0.17
C  3.03344  -1.04150  -1.41794  -0.23
C  1.92100  2.31006  -0.27331  0.36
H  5.31105  -0.92335  -0.10076  0.23
H  -2.73145  0.30220  -1.44397  0.18
H  -3.97992  -2.44194  -0.69319  0.20
H  3.06736  -3.59217  -1.07526  0.24
H  2.62246  0.81023  -2.37485  0.22
H  0.16517  4.30515  1.80549  0.22
H  -4.34475  2.49833  0.07726  0.20
H  -2.57514  -2.19597  -1.73930  0.18
H  2.49728  -2.21158  1.72420  0.22
H  0.98562  6.01172  0.21535  0.23
H  4.13598  -0.04303  0.89959  0.25
H  4.75221  -3.08858  -0.91581  0.23
H  4.02865  0.89879  -1.29328  0.19
H  -2.41746  2.78845  1.46753  0.21
H  1.92032  -0.69103  1.01030  0.27
H  3.86680  -3.66727  0.50193  0.24
H  2.05992  -1.40732  -1.74446  0.24
H  -0.94304  -3.18229  1.02673  0.22
H  0.24594  -0.88391  2.64607  0.19
H  4.76389  -1.60440  1.43736  0.24
H  0.37074  -3.30316  2.19062  0.21
H  -4.14549  1.17242  -2.03155  0.21
H  2.41792  5.32969  -1.67278  0.23
H  -1.95756  1.85918  0.05497  0.20
H  1.15585  -3.42107  -0.11717  0.21
H  -1.23020  1.19611  2.58950  0.20
H  -1.94293  -0.92399  0.52582  0.21
H  0.42642  -1.85031  -0.48181  0.22
H  -5.36324  -1.03205  -2.20439  0.20
H  -5.48767  0.31908  -0.13845  0.21
H  3.78166  -1.34155  -2.15448  0.24
H  -4.57179  1.67147  1.61465  0.20
H  0.77398  1.93791  1.48815  0.22
H  3.02199  2.99453  -1.99776  0.22
H  -3.97480  -3.09377  -2.32636  0.22
H  -1.30845  -1.66470  2.86789  0.22
H  -4.08231  -0.50418  0.51731  0.19
H  -0.47695  0.05723  0.49488  0.19
H  -3.99474  -0.84522  -3.29734  0.20
H  -2.74285  0.31086  2.51519  0.21


No. 2
The following is a DFT calculation (wB97M-V/def2-TZVPD) of a structure of composition C31H40FN2PSi2W.

Computed properties:
HOMO (spin up / spin down) ... -13.58 / -13.57 eV
HOMO-LUMO gap (spin up / spin down) ... 6.2462 / 6.3166 eV
Net charge ... +2
Maximum force ... 0.0405 Eh/bohr

Each line ends with the Löwdin charge.
Element x y z (Å)
W  -0.12154  0.34071  -0.60753  1.28
P  1.48276  -1.53979  -0.67793  0.98
Si  -0.27464  2.06511  1.92117  0.51
Si  -2.75264  -0.09429  1.74887  0.52
F  -0.38154  7.10751  -1.33703  0.11
N  -1.31174  -1.13569  -1.56703  -0.07
N  0.41736  -2.68799  -1.32403  -0.11
C  -1.63374  5.15191  -1.69543  0.01
C  -0.92204  0.34121  1.39007  -0.47
C  -3.39384  -1.82889  -2.56073  -0.02
C  2.30476  -3.13549  3.55617  -0.04
C  1.71126  -3.54159  1.26497  -0.07
C  1.80256  -2.17739  1.00397  -0.35
C  3.01986  -1.94939  -1.56003  -0.34
C  -2.55074  -0.87349  -2.04803  -0.12
C  0.75546  3.76991  -2.03013  -0.07
C  -0.41254  5.80331  -1.60093  -0.26
C  1.27326  2.16191  0.72997  -0.18
C  5.37016  -2.84029  -2.71763  -0.04
C  -0.87794  -2.41269  -1.69183  -0.35
C  -2.97384  -3.15739  -2.59283  0.01
C  -0.46684  1.61921  -2.35963  -0.21
C  -1.69164  -3.44149  -2.17493  0.02
C  -3.66764  0.91821  0.39937  -0.17
C  -3.23554  0.40051  3.51587  -0.16
C  2.98046  -2.60889  -2.78693  -0.09
C  4.15756  -3.06639  -3.35203  -0.05
C  2.41186  -1.77839  3.29837  -0.05
C  -1.43884  3.49271  1.45747  -0.14
C  -0.45864  3.06641  -2.09763  -0.33
C  4.24126  -1.68439  -0.94123  -0.08
C  0.28046  2.14041  3.73667  -0.14
C  2.16366  -1.29999  2.02427  -0.12
C  -1.65114  3.79531  -1.95413  -0.05
C  5.41276  -2.13329  -1.52443  -0.04
C  -2.80824  -1.99119  1.50117  -0.16
C  0.78386  5.12761  -1.79683  0.02
C  1.96526  -4.01379  2.53927  -0.04
H  1.68776  3.25151  -2.21783  0.12
H  -2.53994  5.72251  -1.57763  0.13
H  1.18796  1.53321  -0.21653  -0.07
H  0.73586  3.09881  3.97107  0.05
H  6.28346  -3.21099  -3.15653  0.12
H  -4.19844  -0.01949  3.78817  0.04
H  1.44906  -4.23919  0.48367  0.10
H  -2.93334  1.35191  -0.28983  -0.01
H  -2.10064  -2.32449  0.74397  0.00
H  -2.21424  3.59761  2.20777  0.04
H  -2.87964  0.15541  -2.01233  0.09
H  2.69406  -1.10039  4.08887  0.12
H  4.12976  -3.60859  -4.28453  0.12
H  -4.37694  0.32121  -0.16583  0.03
H  0.99466  1.36461  3.99507  0.03
H  1.71116  5.67701  -1.77693  0.13
H  0.47576  1.31701  -2.86853  0.09
H  -0.57754  2.02291  4.39107  0.03
H  -4.36594  -1.54959  -2.92863  0.13
H  -1.30704  -4.44839  -2.21303  0.13
H  -3.62324  -3.93799  -2.94903  0.13
H  -0.90444  4.43761  1.41277  0.05
H  -2.54414  -2.49199  2.42837  0.04
H  2.26646  -0.24469  1.81057  0.08
H  -0.29704  -0.43289  1.85557  0.02
H  1.89036  -5.07079  2.73817  0.12
H  -4.22924  1.73921  0.83497  0.04
H  2.03926  -2.77789  -3.29283  0.10
H  -1.92384  3.35291  0.49547  0.00
H  -2.60184  3.29561  -2.08123  0.12
H  -3.30364  1.47761  3.62997  0.03
H  -1.30964  1.34641  -3.00463  0.07
H  6.35856  -1.94529  -1.04103  0.12
H  1.42656  3.18291  0.38747  0.04
H  2.49556  -3.51419  4.54547  0.12
H  4.26666  -1.15799  0.00267  0.11
H  2.19146  1.84971  1.22267  0.05
H  0.74446  -3.63199  -1.49973  0.12
H  -3.79514  -2.33709  1.21417  0.04
H  -2.51244  0.03841  4.24017  0.04


No. 3
The following is a DFT calculation (wB97M-V/def2-TZVPD) of a structure of composition C7H20ClGdOPdSi.

Computed properties:
HOMO (spin up / spin down) ... 1.21 / 0.60 eV
<S²> ... 25.029
Multiplicity ... 10
HOMO-LUMO gap (spin up / spin down) ... 3.8822 / 4.4516 eV
Net charge ... -2
Maximum force ... 0.0563 Eh/bohr

Each line ends with the Löwdin charge.
Element x y z (Å)
Gd  0.47283  0.32144  -0.11721  0.86
Pd  3.22151  1.29351  -0.99465  0.44
Cl  1.66570  -0.12350  -2.28512  -0.17
Si  -2.92625  -0.71654  0.58627  0.14
O  -1.46068  -0.29826  0.26396  -0.57
C  3.03638  3.14988  -1.78240  -0.34
C  -3.74539  0.72950  1.41671  -0.19
C  -2.98418  -2.20710  1.71076  -0.19
C  5.05778  0.45729  -1.00685  -0.34
C  0.55071  -1.89582  0.41791  -0.32
C  2.26861  1.07067  0.86696  -0.54
C  -3.77965  -1.11091  -1.02049  -0.18
H  2.65793  3.80136  -0.98387  -0.06
H  5.31083  0.24572  0.03948  -0.07
H  -3.23130  0.96319  2.35775  0.03
H  -3.74187  -0.23767  -1.68550  0.03
H  2.63202  0.34322  1.57954  -0.10
H  -3.28670  -1.95915  -1.51289  0.03
H  2.37069  3.17132  -2.65458  -0.07
H  -4.78996  0.47695  1.62528  0.01
H  0.39644  -2.41261  -0.52753  -0.05
H  5.08422  -0.45346  -1.61558  -0.06
H  -3.70703  1.60707  0.75827  0.02
H  -4.03268  -2.45210  1.92176  0.01
H  -2.50638  -3.07043  1.22980  0.03
H  -4.82481  -1.36628  -0.81542  0.01
H  -0.33998  -1.95334  1.05268  -0.07
H  5.69984  1.24310  -1.42314  -0.07
H  1.47036  -2.12623  0.92935  -0.05
H  -2.46994  -1.98862  2.65616  0.03
H  1.86727  2.07222  1.07251  -0.12
H  4.06369  3.42557  -2.05989  -0.07


No. 4
The following is a DFT calculation (wB97M-V/def2-TZVPD) of a cluster of 2 separate species, C3H11N4 in total.

Computed properties:
HOMO (spin up / spin down) ... -3.52 / -8.85 eV
<S²> ... 0.751
Multiplicity ... 2
HOMO-LUMO gap (spin up / spin down) ... 4.4457 / 9.6852 eV
Net charge ... 0
Maximum force ... 0.0207 Eh/bohr

Each line ends with the natural charge from an NBO analysis.
Element x y z (Å)
N  -0.25303  1.18479  1.81367  -0.78
N  -0.94499  2.72454  0.22771  -0.82
N  0.20659  -0.38384  -2.17845  -1.06
N  0.95901  -2.54977  0.76653  -0.81
C  0.28985  -1.84607  -0.23242  0.04
C  -1.02564  2.13383  1.43644  0.30
C  0.78433  -1.52621  -1.42916  -0.23
H  1.89297  -2.83227  0.51957  0.37
H  -0.50864  -0.64253  -2.87695  0.37
H  -0.17457  1.25551  2.82332  0.34
H  -0.68185  -1.49714  0.09087  0.21
H  -0.13333  2.59632  -0.35460  0.38
H  -1.53458  3.50564  0.00813  0.39
H  1.65448  -1.97176  -1.88129  0.21
H  0.96460  -2.05279  1.64261  0.39
H  -0.22246  0.33262  -1.54663  0.34
H  -1.83338  2.54836  2.05147  0.14
H  0.96920  0.13973  -2.71230  0.22


No. 5
The following is a DFT calculation (wB97M-V/def2-TZVPD) of a cluster of 3 separate species, C4H16NO2 in total.

Computed properties:
HOMO (spin up / spin down) ... -19.16 / -19.14 eV
<S²> ... 0.753
Multiplicity ... 2
HOMO-LUMO gap (spin up / spin down) ... 12.5520 / 4.0249 eV
Net charge ... +2
Maximum force ... 0.0585 Eh/bohr

Each line ends with the natural charge from an NBO analysis.
Element x y z (Å)
O  3.49176  0.68972  1.83676  -0.98
O  2.12520  -0.56021  -0.04004  -0.92
N  -0.36991  -0.62706  -0.70303  -0.53
C  -0.92110  -2.01004  -0.94348  -0.42
C  -1.19600  0.30067  0.08445  0.02
C  -2.55473  0.66048  -0.66661  -0.50
C  -0.41730  1.51296  0.43720  -0.59
H  2.80191  -1.19795  -0.31551  0.53
H  -0.04164  2.20242  -0.35471  0.33
H  -0.86598  -2.57013  -0.00982  0.25
H  -2.96799  1.56341  -0.23037  0.28
H  0.50963  1.18420  0.90361  0.33
H  -3.25421  -0.16088  -0.56268  0.28
H  -1.45829  -0.32492  0.95013  0.32
H  -1.07437  2.22287  0.94725  0.31
H  3.29795  1.18469  2.64058  0.52
H  2.53120  -0.07048  0.73114  0.54
H  -0.36264  -2.52006  -1.71766  0.27
H  0.64977  -0.75378  -0.28945  0.50
H  4.44517  0.51932  1.83350  0.52
H  -1.95347  -1.88798  -1.23364  0.24
H  -0.06287  -0.16875  -1.56779  0.45
H  -2.35209  0.81149  -1.72985  0.26